(1)
The following is a DFT calculation (the ωB97M-V functional and the def2-TZVPD basis) of a structure of composition C46H45Br2F7N2O4.

For the relative energy (zero: lowest compared OMol25 entry of this formula, charge and spin), the calculation gives 856.28 kcal per mole. The HOMO energy is -0.26262 Ha. For the HOMO-LUMO gap, the calculation gives 6.4 eV.

Cartesian coordinates (Å):
C  3.27  0.83  0.83
N  4.72  0.45  0.91
O  5.01  -0.35  1.80
O  5.44  0.93  0.04
H  3.05  1.03  -0.22
H  3.09  1.77  1.35
H  2.58  0.03  1.12
C  3.91  -2.44  -2.75
N  3.39  -1.13  -2.27
O  4.09  -0.53  -1.51
O  2.27  -0.78  -2.68
H  4.80  -2.68  -2.18
H  4.25  -2.26  -3.77
H  3.21  -3.27  -2.66
Br  0.20  -0.64  1.61
C  -0.33  -0.03  -0.17
C  0.83  0.12  -1.26
Br  -0.05  1.06  -2.88
H  -0.87  0.91  -0.06
H  -1.05  -0.68  -0.67
H  1.13  -0.90  -1.51
H  1.76  0.63  -1.03
F  2.30  -3.65  1.44
C  1.46  -3.61  2.56
C  0.87  -2.37  2.83
C  -0.16  -2.42  3.87
C  -0.39  -3.61  4.61
C  0.43  -4.73  4.30
C  1.27  -4.76  3.24
H  1.06  -1.40  2.39
H  -0.74  -1.55  4.14
H  -1.25  -3.67  5.27
H  0.12  -5.72  4.61
H  1.64  -5.70  2.84
F  -5.99  -0.18  -3.25
C  -5.01  -0.26  -2.32
C  -5.34  -0.57  -1.03
C  -4.34  -0.50  -0.06
C  -3.09  0.00  -0.38
C  -2.69  0.21  -1.63
C  -3.70  0.09  -2.62
H  -6.36  -0.72  -0.72
H  -4.60  -0.69  0.97
H  -2.35  0.11  0.40
H  -1.70  0.56  -1.88
H  -3.46  0.38  -3.63
F  2.64  5.79  3.25
C  2.34  4.75  2.43
C  1.60  3.60  2.89
C  1.36  2.52  2.06
C  1.67  2.60  0.75
C  2.34  3.73  0.23
C  2.60  4.80  1.06
H  1.33  3.54  3.94
H  0.86  1.64  2.44
H  1.32  1.81  0.11
H  2.50  4.01  -0.80
H  2.97  5.70  0.58
F  2.00  2.29  -0.99
C  2.87  1.99  -1.99
C  2.45  1.50  -3.23
C  3.36  1.01  -4.18
C  4.77  1.14  -3.98
C  5.18  1.80  -2.75
C  4.23  2.08  -1.78
H  1.38  1.35  -3.33
H  3.04  0.56  -5.11
H  5.56  0.93  -4.68
H  6.25  1.87  -2.61
H  4.61  2.46  -0.84
F  -2.14  -1.46  -1.63
C  -0.99  -2.11  -1.60
C  -0.15  -1.95  -2.63
C  1.09  -2.53  -2.55
C  1.50  -3.22  -1.36
C  0.64  -3.32  -0.29
C  -0.73  -2.78  -0.45
H  -0.36  -1.52  -3.59
H  1.88  -2.44  -3.29
H  2.53  -3.55  -1.31
H  0.96  -3.82  0.61
H  -1.36  -2.94  0.41
F  -2.33  1.56  3.21
C  -2.93  0.40  2.85
C  -2.16  -0.61  2.23
C  -2.86  -1.79  1.80
C  -4.23  -1.99  2.03
C  -4.99  -0.99  2.69
C  -4.30  0.12  3.12
H  -1.14  -0.43  1.92
H  -2.21  -2.48  1.27
H  -4.70  -2.91  1.72
H  -6.05  -1.11  2.84
H  -4.87  0.84  3.70
F  -4.30  1.00  1.72
C  -3.91  1.77  0.75
C  -4.85  2.32  -0.12
C  -4.43  3.08  -1.16
C  -3.08  3.34  -1.30
C  -2.10  2.73  -0.45
C  -2.58  1.93  0.55
H  -5.89  2.05  0.04
H  -5.14  3.48  -1.86
H  -2.81  4.11  -2.00
H  -1.06  3.03  -0.51
H  -1.88  1.46  1.23

=====

(2)
The following is a DFT calculation (the ωB97M-V functional and the def2-TZVPD basis) of a structure of composition C17H32LiO11S4.

The HOMO energy is -0.15981 Ha. The charge is -1. For the HOMO-LUMO gap, the calculation gives 6.5 eV.

Cartesian coordinates (Å):
Li  -2.90  -18.30  -2.60
C  -2.96  -20.15  -1.39
O  -2.94  -21.28  -0.81
O  -4.15  -19.73  -2.12
O  -1.88  -19.34  -1.45
C  -5.24  -16.61  2.35
C  -4.77  -18.05  2.09
C  -4.90  -18.38  0.62
S  -4.91  -16.64  -0.29
O  -6.22  -16.32  -0.78
O  -3.71  -16.60  -1.16
C  -4.53  -15.71  1.29
H  -4.92  -16.43  3.38
H  -6.35  -16.60  2.34
H  -5.15  -18.77  2.84
H  -3.70  -17.97  2.28
H  -5.83  -18.89  0.30
H  -4.02  -18.91  0.24
H  -4.96  -14.72  1.21
H  -3.48  -15.71  1.50
C  -0.95  -14.90  -6.57
C  -1.44  -13.75  -5.66
C  -2.25  -14.42  -4.52
S  -0.97  -15.74  -4.02
O  -1.63  -16.97  -3.61
O  0.00  -15.10  -3.16
C  -0.19  -15.89  -5.68
H  -0.28  -14.52  -7.35
H  -1.84  -15.34  -7.05
H  -1.97  -12.98  -6.24
H  -0.55  -13.30  -5.21
H  -3.18  -14.92  -4.81
H  -2.29  -13.81  -3.62
H  -0.29  -16.92  -6.04
H  0.87  -15.65  -5.61
C  -2.89  -20.11  -5.22
C  -3.39  -21.59  -5.07
C  -2.63  -22.23  -3.91
S  -0.90  -21.79  -4.53
O  -0.73  -22.52  -5.75
O  0.21  -21.85  -3.57
C  -1.36  -20.05  -4.91
H  -3.30  -19.47  -4.45
H  -3.08  -19.69  -6.21
H  -3.16  -22.29  -5.88
H  -4.47  -21.56  -4.88
H  -2.66  -23.32  -4.00
H  -2.91  -21.98  -2.88
H  -0.73  -19.74  -5.74
H  -1.12  -19.46  -4.00
C  -7.21  -19.86  -4.13
C  -7.45  -19.23  -5.55
C  -6.14  -18.46  -5.82
S  -5.93  -17.47  -4.27
O  -6.90  -16.41  -4.29
O  -4.52  -17.12  -4.15
C  -6.49  -18.89  -3.20
H  -6.62  -20.77  -4.25
H  -8.21  -20.13  -3.81
H  -8.32  -18.55  -5.58
H  -7.60  -20.03  -6.29
H  -6.28  -17.80  -6.67
H  -5.25  -19.09  -5.92
H  -7.13  -18.42  -2.45
H  -5.57  -19.30  -2.75

=====

(3)
The following is a DFT calculation (the ωB97M-V functional and the def2-TZVPD basis) of the molecule C3H7NO.

For the relative energy (zero: lowest compared OMol25 entry of this formula, charge and spin), the calculation gives 70.74 kcal per mole. The HOMO energy is -0.31362 Ha. Its SMILES is [H]/N=C(/C)OC. For the HOMO-LUMO gap, the calculation gives 9.6 eV.

Cartesian coordinates (Å):
H  1.20  -1.88  -0.56
N  0.72  -1.02  -0.68
C  0.55  -0.09  0.17
C  1.34  1.13  -0.13
O  -0.43  0.00  1.07
C  -1.53  -0.89  0.83
H  1.23  0.80  -1.20
H  2.42  0.97  -0.03
H  1.03  2.08  0.32
H  -1.86  -0.79  -0.20
H  -1.25  -1.93  1.01
H  -2.31  -0.58  1.52

=====

(4)
The following is a DFT calculation (the ωB97M-V functional and the def2-TZVPD basis) of a structure of composition C21H29N4ORhS3Sb.

For the relative energy (zero: lowest compared OMol25 entry of this formula, charge and spin), the calculation gives 61.09 kcal per mole. The HOMO energy is -0.39308 Ha. The charge is +1. For the HOMO-LUMO gap, the calculation gives 7.1 eV.

Cartesian coordinates (Å):
Rh  0.37  0.40  0.39
N  2.17  -0.61  -3.30
C  1.70  -0.61  -2.03
S  2.38  0.55  -0.90
N  0.78  -1.47  -1.72
N  0.50  -1.37  -0.38
C  0.43  -2.40  0.39
C  0.45  -3.79  -0.13
C  1.59  -4.31  -0.72
C  1.60  -5.62  -1.16
C  0.46  -6.41  -1.03
C  -0.68  -5.88  -0.44
C  -0.69  -4.57  0.02
C  0.50  -2.10  1.83
C  0.38  -3.06  2.81
C  0.55  -2.67  4.13
C  0.88  -1.36  4.42
C  1.00  -0.46  3.37
N  0.81  -0.82  2.11
H  2.99  -0.08  -3.52
H  1.95  -1.40  -3.88
H  2.47  -3.69  -0.83
H  2.49  -6.03  -1.62
H  0.47  -7.43  -1.38
H  -1.57  -6.49  -0.34
H  -1.58  -4.16  0.47
H  0.15  -4.08  2.54
H  0.45  -3.40  4.93
H  1.04  -1.03  5.43
H  1.25  0.58  3.55
C  -0.42  1.76  -4.27
C  0.21  2.59  -3.15
Sb  -0.61  2.04  -1.27
C  0.27  3.26  0.25
C  1.37  4.19  -0.26
C  -2.61  2.73  -1.34
C  -2.71  4.06  -2.07
H  0.02  2.03  -5.23
H  -1.49  1.92  -4.34
H  -0.25  0.69  -4.12
H  0.01  3.65  -3.27
H  1.29  2.45  -3.08
H  0.69  2.59  1.03
H  -0.54  3.78  0.76
H  2.18  3.62  -0.73
H  1.80  4.77  0.55
H  0.98  4.89  -1.01
H  -2.90  2.81  -0.29
H  -3.24  1.96  -1.78
H  -2.06  4.82  -1.63
H  -3.73  4.44  -2.02
H  -2.45  3.97  -3.13
C  -0.85  2.61  4.04
O  -0.90  1.86  2.82
C  -1.91  0.99  2.66
S  -3.09  0.71  3.74
S  -1.86  0.18  1.12
H  0.05  3.22  3.97
H  -0.79  1.93  4.89
H  -1.74  3.23  4.14